Record 1
Computed, not measured: C20H30NOPd as an isolated structure at a distorted geometry, with ωB97M-V/def2-TZVPD.

Structure (XYZ):
```
53
C20H30NOPd, DFT ωB97M-V/def2-TZVPD
C -0.24 0.67 -5.26
C 0.34 2.03 -5.20
C 0.59 -0.45 -5.77
C -1.72 0.52 -5.26
H 0.63 -0.46 -6.87
H 0.20 -1.42 -5.47
H 1.62 -0.37 -5.43
H 0.32 2.53 -6.18
H 1.38 2.02 -4.89
H -0.21 2.68 -4.52
H -2.15 0.70 -6.25
H -2.20 1.23 -4.58
H -2.03 -0.49 -4.96
C 2.45 -0.15 0.54
C 2.59 -0.89 -0.66
C 2.41 -0.01 -1.75
H 2.80 -1.94 -0.73
C 2.17 1.28 -1.23
C 2.19 1.19 0.19
H 2.06 2.00 0.88
H 2.56 -0.54 1.54
H 2.48 -0.26 -2.80
H 2.02 2.18 -1.80
C -1.99 -1.16 -0.02
C -1.01 -2.10 0.36
C -0.37 -2.55 -0.82
H -0.80 -2.45 1.36
C -0.95 -1.88 -1.93
C -1.96 -1.03 -1.43
H -2.60 -0.38 -2.01
H -2.66 -0.65 0.65
H 0.43 -3.28 -0.88
H -0.69 -2.01 -2.96
Pd 0.23 -0.17 -0.58
O 0.15 -0.03 1.46
C -0.12 -0.06 2.69
C 1.01 0.19 3.68
C 0.79 1.26 4.74
C -0.16 0.84 5.86
C -1.59 0.59 5.43
C -1.74 -0.64 4.54
N -1.36 -0.42 3.15
H 1.26 -0.77 4.18
H 1.90 0.54 3.14
H 1.77 1.43 5.24
H 0.47 2.22 4.27
H 0.24 -0.08 6.36
H -0.16 1.65 6.62
H -2.16 0.38 6.36
H -2.04 1.49 4.95
H -1.20 -1.51 4.96
H -2.83 -0.90 4.54
H -2.12 -0.58 2.51
```

Summary:
expectation value of S²: 6.025
2S+1: 5
HOMO (alpha / beta): -9.1934 / -11.2825 eV
net charge: +1
LUMO energy (alpha / beta): -2.04 / -4.96 eV

***

Record 2
Computed, not measured: one molecule with the formula C20H30O5, with ωB97M-V/def2-TZVPD.

Structure (XYZ):
```
55
C20H30O5, DFT ωB97M-V/def2-TZVPD
C -3.65 -3.16 -0.59
C -4.67 -2.14 -1.06
O -4.39 -0.85 -0.51
C -3.49 -0.10 -1.15
O -2.95 -0.41 -2.18
C -3.24 1.19 -0.39
C -2.03 1.94 -0.97
C -1.87 3.33 -0.35
C -0.47 3.92 -0.57
O 0.48 3.37 0.32
C 1.14 2.21 0.03
C 1.30 1.64 -1.23
C 2.03 0.47 -1.37
C 2.62 -0.16 -0.29
C 3.41 -1.43 -0.48
C 2.75 -2.59 0.29
C 4.87 -1.26 -0.05
C 5.58 -0.18 -0.86
C 2.47 0.43 0.96
C 1.75 1.59 1.13
C -2.97 0.84 1.07
O -3.54 1.32 2.02
O -1.99 -0.05 1.15
C -1.57 -0.44 2.46
C -0.44 -1.44 2.32
H -3.63 -3.20 0.49
H -2.66 -2.89 -0.95
H -3.91 -4.15 -0.98
H -5.67 -2.39 -0.70
H -4.67 -2.07 -2.15
H -4.14 1.81 -0.43
H -2.16 2.01 -2.05
H -1.15 1.33 -0.78
H -2.04 3.27 0.73
H -2.61 4.01 -0.77
H -0.49 4.98 -0.33
H -0.17 3.81 -1.62
H 0.86 2.09 -2.10
H 2.13 0.05 -2.36
H 3.40 -1.68 -1.54
H 2.77 -2.40 1.36
H 1.72 -2.70 -0.02
H 3.28 -3.52 0.10
H 4.91 -0.99 1.01
H 5.39 -2.21 -0.17
H 6.62 -0.08 -0.55
H 5.09 0.78 -0.74
H 5.56 -0.43 -1.92
H 2.93 -0.03 1.83
H 1.63 2.04 2.10
H -1.24 0.46 3.00
H -2.42 -0.87 3.00
H 0.38 -0.99 1.76
H -0.08 -1.73 3.30
H -0.78 -2.32 1.78
```

Summary:
2S+1: 1
HOMO: -8.2627 eV
structure (SMILES): CCOC(=O)C(CCCOc1ccc([C@H](C)CC)cc1)C(=O)OCC
relative energy (zero: lowest compared OMol25 entry of this formula, charge and spin): 9.1 kJ/mol
LUMO energy: 0.81 eV

***

Record 3
Computed, not measured: C20H31BNO2Pm as an isolated structure at a distorted geometry, with ωB97M-V/def2-TZVPD.

Structure (XYZ):
```
56
C20H31BNO2Pm, DFT ωB97M-V/def2-TZVPD
O 1.74 -4.09 -4.57
C 1.00 -5.31 -4.90
C 2.03 -5.83 -5.89
H 0.04 -5.06 -5.37
H 0.85 -5.93 -4.02
C 2.72 -4.47 -5.61
H 1.67 -5.93 -6.91
H 2.60 -6.70 -5.57
C 2.59 -3.56 -6.81
H 1.54 -3.50 -7.11
H 3.17 -3.95 -7.66
H 2.96 -2.55 -6.57
C 4.12 -4.55 -5.02
H 4.11 -5.16 -4.11
H 4.47 -3.54 -4.78
H 4.83 -4.99 -5.73
Pm 0.59 -0.42 -0.69
C 1.86 -0.11 1.66
C 0.69 -0.83 2.03
C 0.76 -2.13 1.45
H -0.09 -0.47 2.70
C 1.99 -2.22 0.71
C 2.66 -0.97 0.84
H 3.61 -0.72 0.39
H 2.11 0.89 1.98
H 0.03 -2.93 1.57
H 2.38 -3.11 0.22
C 0.82 2.23 -0.75
C 2.15 1.74 -0.89
C 2.24 1.03 -2.13
H 2.96 1.87 -0.17
C 0.98 1.15 -2.79
C 0.10 1.89 -1.94
H -0.93 2.15 -2.15
H 0.44 2.82 0.09
H 3.13 0.53 -2.51
H 0.73 0.76 -3.78
O -0.43 -2.06 -2.50
C 0.75 -2.90 -2.38
C 0.36 -4.21 -1.70
H 1.63 -2.39 -1.92
H 1.05 -3.06 -3.42
C -1.17 -4.29 -1.92
H 0.62 -4.19 -0.64
H 0.90 -5.04 -2.16
C -1.62 -2.84 -2.05
H -1.67 -4.83 -1.12
H -1.35 -4.82 -2.86
H -1.94 -2.40 -1.09
H -2.41 -2.69 -2.80
B -2.20 2.04 2.16
C -1.76 1.08 1.06
N -1.43 0.33 0.22
H -2.31 1.40 3.20
H -3.29 2.47 1.80
H -1.40 2.95 2.29
```

Summary:
expectation value of S²: 6.007
2S+1: 5
HOMO (alpha / beta): -8.3627 / -8.4008 eV
LUMO energy (alpha / beta): 0.11 / 0.11 eV

***

Record 4
Computed, not measured: C20H31Cl4F12LiN2NaO10PS2 as an isolated structure at a distorted geometry, with ωB97M-V/def2-TZVPD.

Structure (XYZ):
```
84
C20H31Cl4F12LiN2NaO10PS2, DFT ωB97M-V/def2-TZVPD
O 4.09 -3.49 5.11
P 5.61 -3.81 4.46
O 5.44 -3.38 2.94
S 6.83 -2.66 5.43
C 5.83 -5.67 4.73
C 6.71 -6.11 5.84
N 7.52 -7.03 5.46
C 7.36 -7.31 4.04
C 6.07 -6.68 3.53
H 3.53 -4.28 4.98
H 5.25 -4.15 2.37
H 4.83 -5.99 5.10
H 6.69 -5.75 6.85
H 8.21 -7.51 6.01
H 7.64 -8.29 3.66
H 8.12 -6.65 3.59
H 6.26 -6.17 2.60
H 5.26 -7.40 3.37
C 1.93 -4.77 1.72
Cl 1.32 -3.52 2.75
Cl 2.63 -4.09 0.22
Cl 3.13 -5.72 2.62
H 1.12 -5.43 1.45
C 2.74 -1.07 -2.83
C 3.62 -2.32 -3.03
O 3.04 -3.40 -2.44
H 2.62 -0.83 -1.77
H 3.21 -0.19 -3.30
H 1.75 -1.19 -3.27
H 4.63 -2.03 -2.66
H 3.79 -2.37 -4.13
Li 3.08 -2.62 6.63
F 0.29 -5.29 4.09
Na 2.63 -6.07 -1.23
Cl 7.98 -4.50 3.04
C -3.59 1.10 -3.23
C -2.80 1.25 -4.51
O -1.64 2.10 -4.32
C -0.58 1.55 -3.77
O -0.46 0.42 -3.41
C 0.54 2.59 -3.69
F 0.11 3.77 -3.21
F 1.08 2.83 -4.90
F 1.54 2.19 -2.89
H -3.87 2.08 -2.85
H -4.49 0.52 -3.41
H -3.00 0.59 -2.46
H -3.42 1.73 -5.26
H -2.48 0.28 -4.91
O -5.37 3.01 -4.82
S -5.85 4.02 -3.84
O -5.82 3.44 -2.47
O -7.24 4.42 -4.18
O -4.97 5.21 -3.89
C 5.27 4.99 -0.60
C 4.52 4.98 -1.93
C 4.43 3.58 -2.55
C 5.77 3.05 -2.82
N 6.82 2.66 -3.03
H 6.30 4.67 -0.72
H 5.28 5.99 -0.18
H 4.79 4.32 0.12
H 5.02 5.66 -2.63
H 3.51 5.36 -1.78
H 3.87 3.62 -3.49
H 3.90 2.90 -1.89
C -8.78 4.75 1.32
C -8.74 4.60 -0.21
C -10.09 4.39 -0.90
F -10.71 3.25 -0.47
F -9.92 4.27 -2.22
F -7.89 3.62 -0.53
F -8.22 5.75 -0.70
O -8.49 3.60 2.10
C -9.49 2.72 2.40
C -9.24 1.34 1.78
F -9.14 1.42 0.45
F -10.28 0.51 2.07
F -10.70 3.22 2.05
F -9.51 2.58 3.75
H -7.96 5.44 1.56
H -9.68 5.26 1.67
H -10.76 5.24 -0.71
H -8.32 0.91 2.18
```

Summary:
2S+1: 1
HOMO: -0.3897 eV
net charge: -2
LUMO energy: 0.46 eV

***

Values for total energy, Eh, ordered as above
-1037.5323, -1156.3266, -1619.0909, -5989.1963